Entry 1:
60
Properties=species:S:1:pos:R:3:mulliken_charge:R:1 method="wB97M-V/def2-TZVPD" homo_energy_ev="-10.7 / -10.7" e_above_lowest_kj_mol=0.0 total_charge=+1 lumo_energy_ev="-4.81 / -4.98" multiplicity=3
W -0.262 -1.066 -0.497 1.43
O -3.943 -1.789 5.255 -0.70
C -4.121 -2.401 4.197 0.39
O -5.120 -2.886 3.646 -0.71
C -2.865 -2.446 3.280 0.45
C -1.785 -1.614 3.550 -0.76
C -0.877 -1.340 2.555 -0.28
N -0.999 -1.869 1.323 -0.23
C -1.947 -2.822 1.124 0.58
C -2.881 -3.145 2.070 -0.47
C -1.945 -3.382 -0.258 0.26
O -2.562 -4.302 -0.662 -0.47
O -1.123 -2.623 -1.102 -0.61
H -1.737 -1.140 4.522 0.54
H -0.049 -0.662 2.706 0.72
H -3.682 -3.843 1.862 0.55
C -2.652 1.299 -2.027 -1.34
P -1.844 0.815 -0.491 0.67
C -0.301 1.722 -0.274 -0.13
C 0.378 1.608 0.950 0.05
C 1.671 2.098 1.077 -0.97
C 2.292 2.695 -0.007 -0.56
C 1.619 2.823 -1.221 -0.71
C 0.335 2.338 -1.362 -0.72
C -2.946 0.928 0.906 0.62
C -2.808 1.880 1.915 -0.15
C -3.642 1.816 3.022 -0.86
C -4.605 0.819 3.121 -0.40
C -4.773 -0.104 2.094 -0.80
C -3.937 -0.056 0.992 -0.50
H -2.904 2.359 -1.990 0.44
H -3.570 0.718 -2.116 0.43
H -2.014 1.082 -2.882 0.47
H -0.126 1.193 1.812 0.72
H 2.184 2.018 2.026 0.48
H 3.299 3.076 0.092 0.45
H 2.105 3.305 -2.059 0.47
H -0.172 2.427 -2.313 0.38
H -2.062 2.661 1.844 0.57
H -3.531 2.541 3.817 0.44
H -5.220 0.741 4.007 0.39
H -5.511 -0.889 2.191 0.44
H -4.049 -0.798 0.206 0.41
O 1.748 -0.948 -0.464 -0.75
C 1.852 -0.631 -1.741 1.45
O 0.723 -0.553 -2.326 -0.80
C 3.124 -0.397 -2.358 0.00
C 3.158 -0.067 -3.715 -0.54
C 4.362 0.178 -4.360 -1.12
C 5.502 0.069 -3.593 1.03
O 6.770 0.264 -3.982 -0.46
C 7.604 -0.075 -2.860 -0.22
O 6.736 -0.268 -1.742 -0.49
C 5.471 -0.261 -2.235 0.62
C 4.301 -0.502 -1.581 -0.84
H 2.228 -0.012 -4.264 0.57
H 4.413 0.431 -5.409 0.47
H 8.284 0.749 -2.659 0.25
H 8.136 -1.001 -3.081 0.28
H 4.268 -0.761 -0.533 0.58



Entry 2:
52
Properties=species:S:1:pos:R:3:mulliken_charge:R:1 method="wB97M-V/def2-TZVPD" homo_energy_ev=-7.5 e_above_lowest_kj_mol=54.0 lumo_energy_ev=0.24
Sn -1.393 -1.919 -2.129 0.02
C 3.241 3.188 -2.006 -0.49
C 3.319 2.539 -0.785 -0.76
C 2.419 1.509 -0.415 -0.30
C 1.430 1.198 -1.304 0.26
C 1.319 1.872 -2.535 -0.11
C 2.276 2.775 -2.926 -0.68
P 0.375 -0.239 -0.940 0.55
C 1.703 -1.490 -0.686 0.51
C 2.623 -1.506 -1.731 -0.41
C 3.776 -2.273 -1.764 -0.76
C 3.953 -3.160 -0.688 -0.46
C 3.033 -3.214 0.366 -0.62
C 1.864 -2.428 0.329 -0.22
C -0.315 -0.045 0.700 0.66
C -0.140 0.958 1.593 -0.19
C -0.605 0.787 2.958 -0.97
C -1.269 -0.322 3.347 -0.81
C -1.650 -1.303 2.412 0.96
C -2.474 -2.383 2.738 -1.15
C -2.841 -3.241 1.710 -0.77
C -2.460 -3.048 0.392 -1.01
C -1.606 -2.055 0.082 -0.32
C -1.211 -1.137 1.025 1.17
H 4.040 3.842 -2.318 0.38
H 4.163 2.605 -0.126 0.35
H 2.518 0.920 0.455 0.61
H 0.355 1.713 -3.204 0.15
H 2.329 3.201 -3.879 0.50
H 2.481 -0.894 -2.628 0.27
H 4.370 -2.170 -2.640 0.46
H 4.855 -3.734 -0.563 0.36
H 3.174 -3.935 1.204 0.36
H 1.144 -2.627 1.151 0.28
H 0.547 1.745 1.293 0.55
H -0.263 1.647 3.571 0.35
H -1.621 -0.520 4.374 0.33
H -2.774 -2.481 3.720 0.57
H -3.485 -4.096 2.015 0.32
H -2.815 -3.835 -0.307 0.26
Se -3.066 -0.109 -2.619 -0.21
C -2.929 1.119 -1.143 -0.22
C -2.326 2.352 -1.370 -0.39
C -2.210 3.307 -0.267 -0.77
C -2.753 2.869 0.985 -0.57
C -3.358 1.645 1.138 -0.26
C -3.500 0.787 0.054 -0.05
H -1.872 2.540 -2.282 0.64
H -1.846 4.329 -0.439 0.41
H -2.786 3.587 1.752 0.50
H -3.806 1.320 2.139 0.29
H -3.935 -0.191 0.188 0.44



Entry 3:
65
Properties=species:S:1:pos:R:3:mulliken_charge:R:1 method="wB97M-V/def2-TZVPD" homo_energy_ev="-12.8 / -14.4" e_above_lowest_kj_mol=0.0 total_charge=+2 lumo_energy_ev="-6.09 / -8.42" multiplicity=6
Ir 0.623 1.182 1.349 1.93
C 2.893 6.036 -0.989 -1.38
C 3.086 4.787 -0.178 0.58
C 4.342 4.356 0.238 -0.38
C 4.487 3.165 0.938 -0.67
C 3.337 2.459 1.195 0.56
Br 3.333 0.769 2.068 -0.12
N 2.125 2.854 0.848 -0.67
C 1.997 3.994 0.166 -0.48
H 3.781 6.663 -0.966 0.40
H 2.044 6.617 -0.627 0.38
H 2.690 5.776 -2.030 0.29
H 5.219 4.949 0.014 0.43
H 5.451 2.802 1.263 0.46
H 0.988 4.284 -0.098 0.57
Cl 0.875 -5.625 1.605 -0.19
C -0.701 -4.982 1.876 0.60
C -1.403 -5.367 2.992 -0.68
C -2.686 -4.873 3.191 -0.45
C -3.235 -3.964 2.299 -0.84
C -2.534 -3.560 1.182 1.07
Cl -3.215 -2.301 0.230 -0.09
C -1.247 -4.090 0.918 -0.62
N -0.420 -3.731 -0.122 0.14
C -0.684 -3.279 -1.386 0.15
C -1.806 -3.763 -2.088 -0.03
C -2.016 -3.390 -3.389 -0.74
C -1.118 -2.525 -4.013 -0.66
C 0.002 -2.054 -3.330 -0.83
C 0.255 -2.422 -2.025 0.58
C 1.455 -1.840 -1.304 -1.57
C 1.069 -0.824 -0.242 0.94
O 1.068 0.406 -0.580 -0.70
O 0.749 -1.156 0.926 -0.83
H -0.956 -6.057 3.694 0.47
H -3.253 -5.190 4.056 0.44
H -4.221 -3.552 2.474 0.50
H 0.563 -3.820 0.118 0.26
H -2.470 -4.464 -1.600 0.58
H -2.863 -3.780 -3.937 0.46
H -1.285 -2.224 -5.039 0.47
H 0.692 -1.383 -3.829 0.54
H 2.074 -1.313 -2.025 0.45
H 2.051 -2.625 -0.832 0.51
C 0.616 0.059 4.401 -0.83
S 0.184 1.641 3.647 0.11
C -1.600 1.588 3.893 -0.98
H 0.219 -0.765 3.808 0.21
H 0.211 0.041 5.411 0.45
H 1.700 -0.004 4.453 0.31
H -1.794 1.618 4.963 0.47
H -2.018 0.684 3.451 0.28
H -2.030 2.473 3.426 0.33
F -2.634 1.454 -4.580 -0.34
C -1.730 1.805 -3.656 0.65
C -0.519 0.977 -3.407 -0.32
F 0.704 1.468 -3.316 -0.28
C -1.527 1.037 -2.314 0.98
F -2.222 -0.079 -2.004 -0.32
C -1.361 2.066 -1.263 -0.12
Se -1.547 1.792 0.565 -0.15
C -1.370 3.311 -1.896 0.26
F -1.152 4.452 -1.258 -0.38
C -1.608 3.222 -3.247 0.11
F -1.660 4.219 -4.086 -0.27



Entry 4:
63
Properties=species:S:1:pos:R:3:mulliken_charge:R:1 method="wB97M-V/def2-TZVPD" homo_energy_ev="-10.2 / -10.8" e_above_lowest_kj_mol=0.0 total_charge=+1 lumo_energy_ev="-3.71 / -3.99" multiplicity=5
Cr -0.843 0.480 -1.040 0.17
C 1.677 -1.271 -4.208 -0.50
C 0.621 -0.624 -3.577 -0.56
N 0.697 -0.310 -2.290 0.64
C 1.810 -0.648 -1.614 -0.15
C 2.853 -1.282 -2.272 -0.22
N 2.789 -1.590 -3.563 -0.58
C 1.812 -0.319 -0.169 0.23
C 2.784 -0.705 0.736 -0.31
C 2.626 -0.385 2.084 0.52
C 1.477 0.299 2.477 -0.58
C 0.545 0.655 1.520 0.00
N 0.738 0.370 0.229 0.29
C -0.763 1.297 1.791 0.35
C -1.159 1.795 3.024 -0.20
N -2.354 2.343 3.209 -0.57
C -3.172 2.388 2.168 -0.45
C -2.802 1.897 0.921 -0.56
N -1.600 1.366 0.741 0.27
C 3.642 -0.789 3.081 0.36
C 4.342 -1.983 2.954 -0.52
C 5.282 -2.312 3.919 -0.43
N 5.563 -1.544 4.966 -0.58
C 4.892 -0.403 5.083 -0.40
C 3.927 0.016 4.179 -0.53
H 1.614 -1.532 -5.257 0.42
H -0.293 -0.359 -4.092 0.59
H 3.764 -1.552 -1.754 0.44
H 3.659 -1.246 0.408 0.59
H 1.297 0.500 3.523 0.67
H -0.501 1.757 3.883 0.41
H -4.153 2.820 2.319 0.42
H -3.465 1.909 0.066 0.52
H 4.146 -2.676 2.147 0.48
H 5.831 -3.244 3.846 0.38
H 5.137 0.214 5.939 0.37
H 3.441 0.971 4.326 0.48
Br -3.967 -1.319 1.586 -0.14
C -3.938 -2.862 0.471 0.32
C -4.879 -3.849 0.716 -0.68
C -4.858 -5.007 -0.044 -0.49
C -3.889 -5.180 -1.022 -0.71
C -2.947 -4.190 -1.242 -0.27
C -2.969 -3.007 -0.509 0.40
C -1.941 -1.949 -0.792 0.82
O -0.753 -2.147 -0.509 -0.70
O -2.372 -0.861 -1.317 -0.82
H -5.614 -3.711 1.497 0.40
H -5.595 -5.778 0.139 0.39
H -3.864 -6.088 -1.609 0.39
H -2.178 -4.322 -1.993 0.42
S -2.064 1.925 -2.785 -0.46
C -1.161 3.363 -2.816 0.31
N -1.626 4.565 -2.477 -0.15
C -0.629 5.623 -2.607 -0.49
C 0.522 4.891 -3.328 -0.50
N 0.112 3.491 -3.216 -0.10
H -2.560 4.681 -2.124 0.21
H -0.327 5.993 -1.627 0.28
H -1.015 6.455 -3.193 0.31
H 1.482 5.059 -2.844 0.30
H 0.599 5.188 -4.375 0.30
H 0.570 2.731 -3.688 0.22



Entry 5:
63
Properties=species:S:1:pos:R:3:mulliken_charge:R:1 method="wB97M-V/def2-TZVPD" homo_energy_ev=-9.3 e_above_lowest_kj_mol=277.2 total_charge=+1 lumo_energy_ev=-3.57
Zr 0.115 -0.372 -0.593 1.07
O -0.428 3.534 3.108 -0.66
C -0.257 4.132 1.920 0.40
C -0.626 5.474 1.820 -0.69
C -0.487 6.148 0.626 -0.37
C 0.016 5.505 -0.508 -0.89
C 0.377 4.181 -0.421 -0.49
C 0.252 3.475 0.784 0.52
C 0.578 2.058 0.803 1.29
O 0.901 1.458 -0.336 -0.89
N 0.524 1.370 1.916 -1.48
N 0.667 0.009 1.666 0.82
C 0.779 -0.724 2.707 -0.69
C 0.916 -2.177 2.690 0.83
C 1.138 -2.800 3.923 -1.06
C 1.325 -4.166 4.022 -0.85
C 1.288 -4.948 2.878 -0.56
C 1.053 -4.363 1.642 -0.55
C 0.871 -2.998 1.563 0.29
O 0.590 -2.433 0.306 0.19
H -0.131 2.604 3.038 0.48
H -1.013 5.965 2.703 0.47
H -0.774 7.190 0.571 0.41
H 0.122 6.041 -1.441 0.43
H 0.758 3.656 -1.286 0.42
H 0.788 -0.237 3.680 0.33
H 1.171 -2.184 4.813 0.45
H 1.501 -4.620 4.987 0.43
H 1.435 -6.017 2.943 0.44
H 1.013 -4.967 0.745 0.48
N -2.638 -1.535 1.801 -0.28
C -2.648 -0.434 1.006 0.37
N -3.279 0.633 1.385 -0.75
C -3.114 1.725 0.562 0.42
N -3.601 2.876 1.048 -0.32
N -2.548 1.730 -0.623 -0.58
C -2.035 0.539 -1.041 0.00
N -1.898 -0.533 -0.139 -0.26
C -1.374 0.446 -2.283 1.05
C -1.372 1.534 -3.222 -0.71
C -0.875 1.327 -4.461 -0.49
C -0.329 0.050 -4.816 -0.73
C -0.169 -0.882 -3.855 -0.27
N -0.537 -0.659 -2.547 -0.06
H -3.275 -1.511 2.582 0.28
H -2.488 -2.425 1.359 0.25
H -3.949 2.903 1.989 0.25
H -3.446 3.725 0.535 0.24
H -1.836 2.464 -2.924 0.51
H -0.913 2.115 -5.201 0.45
H -0.014 -0.156 -5.828 0.44
H 0.306 -1.835 -4.050 0.33
Br 4.307 -3.261 -4.372 -0.11
C 3.169 -3.032 -2.893 0.05
C 1.949 -3.701 -2.862 -0.65
C 1.092 -3.529 -1.789 -0.18
C 1.495 -2.701 -0.754 -0.26
C 2.710 -2.029 -0.765 0.32
C 3.552 -2.193 -1.858 -0.84
H 1.668 -4.347 -3.682 0.48
H 0.123 -4.008 -1.755 0.58
H 3.005 -1.411 0.077 0.46
H 4.502 -1.679 -1.897 0.49



Entry 6:
65
Properties=species:S:1:pos:R:3:mulliken_charge:R:1 method="wB97M-V/def2-TZVPD" homo_energy_ev=-7.9 e_above_lowest_kj_mol=63.8 lumo_energy_ev=-0.95
Pb -0.257 0.802 0.389 1.57
O 0.509 0.308 4.288 -0.71
C 1.021 -0.921 4.406 0.25
C 1.997 -1.131 5.386 -0.71
C 2.545 -2.380 5.570 -0.40
C 2.146 -3.449 4.770 -0.77
C 1.188 -3.261 3.799 -0.51
C 0.603 -2.005 3.603 0.43
C -0.396 -1.799 2.556 1.11
O -0.906 -0.663 2.346 -0.96
N -0.724 -2.902 1.875 -1.16
N -1.526 -2.888 0.877 1.08
C -1.821 -3.915 0.105 -0.56
C -2.706 -3.493 -0.910 1.08
C -3.320 -4.099 -2.010 -1.01
C -4.104 -3.310 -2.821 -0.30
C -4.300 -1.953 -2.555 -0.61
C -3.713 -1.334 -1.469 -0.44
C -2.911 -2.121 -0.660 0.14
O -2.218 -1.741 0.435 -0.25
H -0.153 0.291 3.560 0.43
H 2.302 -0.286 5.985 0.46
H 3.286 -2.530 6.342 0.39
H 2.592 -4.422 4.911 0.41
H 0.868 -4.077 3.171 0.42
H -1.408 -4.881 0.301 0.55
H -3.160 -5.143 -2.224 0.42
H -4.569 -3.731 -3.697 0.40
H -4.909 -1.373 -3.230 0.33
H -3.856 -0.290 -1.251 0.42
Cl 7.427 1.244 1.480 -0.24
C 5.769 0.887 1.146 0.28
C 5.471 -0.123 0.225 -0.64
C 4.164 -0.422 -0.040 0.51
Cl 3.779 -1.673 -1.157 -0.21
C 3.059 0.269 0.562 -0.20
O 1.874 -0.088 0.261 -0.28
C 3.413 1.311 1.477 0.82
C 2.441 2.158 2.099 -0.04
O 1.227 2.201 1.923 -0.59
C 4.767 1.580 1.765 -1.13
H 6.269 -0.656 -0.267 0.45
H 2.874 2.883 2.812 0.30
H 5.004 2.358 2.474 0.38
N -0.488 -0.216 -1.628 -0.70
C -0.696 -0.333 -2.773 0.79
C -0.976 -0.416 -4.095 0.02
C -0.433 0.548 -4.946 -0.09
N -0.020 1.383 -5.622 -0.56
C -1.828 -1.401 -4.590 0.16
N -2.562 -2.194 -4.990 -0.50
C -2.610 4.916 -0.937 -1.16
P -1.388 3.869 -1.804 0.75
C -2.255 3.068 -3.196 -0.73
C -0.149 4.991 -2.529 -1.18
O -0.766 2.903 -0.860 -0.53
H -3.016 5.683 -1.588 0.39
H -2.111 5.374 -0.086 0.33
H -3.415 4.283 -0.565 0.33
H -2.828 3.802 -3.755 0.43
H -2.922 2.297 -2.813 0.23
H -1.515 2.601 -3.845 0.00
H -0.607 5.728 -3.182 0.39
H 0.569 4.395 -3.090 0.34
H 0.374 5.488 -1.715 0.34



Entry 7:
56
Properties=species:S:1:pos:R:3:mulliken_charge:R:1 method="wB97M-V/def2-TZVPD" homo_energy_ev="-6.4 / -8.1" e_above_lowest_kj_mol=0.0 lumo_energy_ev="0.39 / -0.82" multiplicity=6
Ru -0.534 0.541 -0.121 -0.40
O -1.264 0.714 2.039 -0.72
N -0.471 1.216 2.967 0.54
C -1.015 1.413 4.190 -0.20
C -0.272 1.893 5.231 -0.85
C 1.078 2.182 5.010 -0.15
C 1.612 1.981 3.764 -0.91
C 0.836 1.483 2.704 0.66
S 1.488 1.198 1.142 -0.43
H -2.063 1.160 4.243 0.46
H -0.742 2.039 6.192 0.43
H 1.696 2.563 5.811 0.40
H 2.650 2.193 3.554 0.42
C -5.467 -3.281 2.378 -0.49
C -4.300 -3.950 2.720 -0.72
C -3.077 -3.512 2.236 -0.20
C -3.015 -2.398 1.404 0.45
C -4.188 -1.720 1.074 -0.40
C -5.411 -2.165 1.554 -0.64
P -1.478 -1.772 0.665 1.95
C -0.178 -2.299 1.826 0.72
C 1.002 -2.885 1.379 -0.52
C 2.035 -3.144 2.270 -0.72
C 1.900 -2.820 3.611 -0.58
C 0.723 -2.239 4.066 -0.77
C -0.308 -1.975 3.179 -0.42
C -1.206 -2.806 -0.798 0.73
C -1.688 -4.079 -0.954 -0.53
C -1.377 -4.816 -2.115 -0.88
C -0.582 -4.268 -3.083 -0.86
C -0.076 -2.953 -2.952 0.80
C 0.751 -2.367 -3.943 -0.81
C 1.212 -1.093 -3.786 -0.86
C 0.855 -0.341 -2.641 0.15
C 0.056 -0.854 -1.644 -0.96
C -0.405 -2.198 -1.801 0.19
H -6.420 -3.627 2.757 0.38
H -4.343 -4.819 3.365 0.41
H -2.170 -4.038 2.509 0.49
H -4.137 -0.838 0.447 0.11
H -6.317 -1.634 1.292 0.42
H 1.125 -3.133 0.333 0.35
H 2.950 -3.597 1.910 0.42
H 2.709 -3.019 4.302 0.40
H 0.609 -1.987 5.113 0.43
H -1.222 -1.515 3.534 0.53
H -2.311 -4.530 -0.192 0.45
H -1.766 -5.819 -2.230 0.42
H -0.331 -4.836 -3.972 0.37
H 1.007 -2.946 -4.822 0.38
H 1.845 -0.648 -4.543 0.39
H 1.228 0.678 -2.575 0.47
Cl -3.355 1.545 -0.825 -0.19
C -1.694 2.235 -0.857 -0.83
H -1.688 3.105 -0.206 0.34
H -1.478 2.509 -1.887 0.40



Entry 8:
71
Properties=species:S:1:pos:R:3:mulliken_charge:R:1 method="wB97M-V/def2-TZVPD" homo_energy_ev="-8.3 / -8.1" e_above_lowest_kj_mol=11.6 lumo_energy_ev="-1.19 / -1.22" multiplicity=2
Cr -0.081 -0.452 -0.104 -0.14
O 0.440 -2.002 3.594 -0.72
C -0.137 -1.448 2.679 0.09
O 0.241 -1.523 1.434 -0.51
C -1.360 -0.602 2.961 1.04
C -2.008 -0.804 4.152 -0.55
C -3.185 -0.119 4.440 -0.61
C -3.737 0.753 3.529 -0.37
C -3.092 0.988 2.329 -0.60
C -1.865 0.326 2.007 0.66
O -1.224 0.585 0.912 -0.38
N -3.779 1.843 1.376 1.09
O -4.911 2.206 1.666 -0.68
O -3.224 2.188 0.344 -0.63
N -3.865 -0.346 5.705 1.07
O -4.899 0.266 5.918 -0.64
O -3.362 -1.131 6.489 -0.63
H -1.602 -1.514 4.858 0.60
H -4.671 1.247 3.744 0.65
O 0.639 4.470 -4.784 -0.50
C -0.615 3.844 -4.599 -0.57
C -0.493 2.782 -3.548 0.29
C -1.510 1.852 -3.356 -1.13
C -1.374 0.899 -2.372 -0.49
N -0.296 0.825 -1.587 0.63
C 0.685 1.734 -1.748 0.22
C 0.619 2.714 -2.724 -0.73
C 1.774 1.592 -0.776 0.53
C 2.963 2.303 -0.807 -0.71
C 3.924 2.089 0.172 0.98
C 5.237 2.833 0.143 -0.92
O 5.102 4.217 0.411 -0.50
C 3.636 1.165 1.171 -1.03
C 2.440 0.476 1.135 -0.70
N 1.529 0.672 0.180 0.65
H 0.544 5.182 -5.421 0.31
H -0.972 3.387 -5.528 0.33
H -1.371 4.568 -4.271 0.32
H -2.405 1.877 -3.963 0.45
H -2.140 0.160 -2.180 0.56
H 1.411 3.436 -2.847 0.56
H 3.139 3.007 -1.610 0.54
H 5.719 2.664 -0.828 0.30
H 5.893 2.444 0.919 0.35
H 4.522 4.622 -0.241 0.35
H 4.341 0.976 1.968 0.38
H 2.193 -0.270 1.881 0.61
N -5.721 -5.173 -4.416 -0.49
C -4.945 -4.618 -3.432 1.17
C -5.084 -3.263 -3.097 -0.83
C -4.341 -2.718 -2.071 -0.68
C -3.443 -3.514 -1.371 -0.43
C -3.289 -4.855 -1.690 -0.36
C -4.031 -5.403 -2.717 -0.85
S -2.481 -2.783 -0.087 1.35
O -3.299 -1.809 0.571 -0.69
O -1.864 -3.837 0.664 -0.71
N -1.340 -1.913 -0.921 0.14
C -0.248 -2.525 -1.405 0.19
S -0.045 -4.079 -2.140 -0.07
C 1.626 -3.700 -2.427 -0.47
C 1.915 -2.463 -1.980 -0.73
N 0.863 -1.803 -1.396 0.71
H -6.264 -4.579 -5.013 0.19
H -5.521 -6.099 -4.745 0.20
H -5.791 -2.648 -3.641 0.28
H -4.454 -1.679 -1.787 0.50
H -2.598 -5.459 -1.117 0.60
H -3.917 -6.451 -2.970 0.29
H 2.279 -4.405 -2.913 0.43
H 2.882 -1.985 -2.038 0.43